Below is a structure of composition C11H30Cl2OP3Sn at a distorted geometry, with properties calculated with wB97M-V/def2-TZVPD.

```
48
Properties=species:S:1:pos:R:3
C 1.4412 0.0840 -3.8830
C 1.4474 0.0402 -2.4342
H 2.4978 0.1845 -4.2483
H 0.8088 0.9048 -4.2638
H 0.9747 -0.8389 -4.2698
O 2.1433 0.0823 -1.4873
Cl -3.5730 -0.2301 -2.2533
Sn -1.2037 -0.1903 -1.7695
P -0.3204 2.3549 -0.8726
C 0.8165 3.2831 0.2073
C -0.0232 3.2744 -2.4290
H -0.0245 4.3483 -2.2020
H -1.8669 4.1882 -0.6724
H -0.8166 3.0527 -3.1528
H -2.7165 2.6216 -0.9222
H 1.8100 2.8297 0.1565
H 0.9554 2.9992 -2.8395
C -1.9049 3.1284 -0.3962
H 0.8778 4.3154 -0.1585
H -2.0696 3.0291 0.6794
H 0.4788 3.2933 1.2503
P -0.0399 -2.5180 -0.6394
C 1.3610 -3.0986 0.3980
C -1.3836 -3.5271 0.0754
H -0.4834 -3.2536 -2.8927
H 0.2105 -4.5759 -1.8905
H 1.2872 -3.2892 -2.5348
C 0.2803 -3.5077 -2.1456
H -2.3420 -3.1978 -0.3459
H -1.1944 -4.5812 -0.1767
H 1.4514 -4.1917 0.2907
H 1.1835 -2.8464 1.4533
H -1.4204 -3.4116 1.1689
H 2.2940 -2.6287 0.0593
Cl -2.0306 -0.1188 0.7057
C 1.7726 1.1981 3.1017
P 0.1535 0.6519 2.3547
C -0.0989 -0.9820 3.1584
C -1.0642 1.6991 3.2896
H 2.5251 0.4149 2.9508
H 1.6196 1.3623 4.1714
H 2.1333 2.1331 2.6398
H -0.3541 -0.7958 4.2092
H -0.9167 -1.5220 2.6696
H 0.8220 -1.5823 3.1223
H -0.8572 1.5353 4.3505
H -0.9329 2.7573 3.0301
H -2.0873 1.3910 3.0389
```

Energy relative to the best compared isomer or geometry (same formula, charge and spin) = 208.4 kJ/mol
Charge = +3
DFT total energy = -72653.162 eV